Density functional theory data (ωB97M-V/def2-TZVPD) for a cluster of 2 separate species, C2H8N2 in total in a non-equilibrium geometry.

Structure (XYZ):
```
12
Properties=species:S:1:pos:R:3:forces:R:3
N -4.40093 -0.51073 -1.27266 0.4 -1.5 0.8
N 3.09119 1.15889 1.00958 -0.2 0.8 2.8
C 1.71410 -0.41275 -0.03072 -2.7 -1.7 -2.9
C 2.19511 0.09744 1.09120 -0.9 -0.2 -2.5
H 1.98283 -0.09250 -1.14795 -0.2 -0.5 2.8
H -5.32584 -0.74771 -0.81022 1.8 0.6 -0.5
H 0.75338 -1.11379 -0.03862 2.5 1.2 0.3
H 2.48970 1.97348 1.15942 0.9 0.2 0.0
H 1.72912 -0.18267 1.99175 0.0 -0.1 1.3
H -3.88601 -1.44843 -1.38940 -1.0 2.0 0.4
H -3.79838 0.10973 -0.67005 -1.2 -1.1 -0.7
H 3.45572 1.16903 0.10766 0.7 0.4 -1.8
```
Forces are in eV/Å.

## Properties
Relative energy (zero: lowest compared OMol25 entry of this formula, charge and spin)   145.4 kJ/mol
2S+1   1
Orbital gap   0.3572 Eh
Structure (SMILES)   C=CN.N
Charge   0